1.
{"formula": "C4H11P3", "method": "ωB97M-V/def2-TZVPD", "species": ["C", "C", "C", "C", "P", "P", "P", "H", "H", "H", "H", "H", "H", "H", "H", "H", "H", "H"], "positions_angstrom": [[-1.56957, 0.25258, -0.62951], [-2.99604, 0.55653, -0.46231], [3.28782, 0.02600, 0.61337], [1.28596, 0.86022, -1.21676], [-0.19245, 1.85158, -0.74411], [-1.00145, -1.43259, -0.68035], [1.49719, -0.54310, 0.00333], [-3.36133, 0.77802, -1.46670], [-3.63204, -0.36498, -0.22018], [-3.30902, 1.28005, 0.23140], [3.99158, 0.26862, -0.26220], [3.82819, -0.87139, 1.07396], [3.20795, 0.86230, 1.29502], [0.98064, 0.43182, -2.27406], [2.31408, 1.34070, -1.36683], [-1.18975, -1.89948, 0.65235], [-2.32426, -1.97940, -0.90528], [1.65976, -1.54743, -0.88803]], "forces_ev_per_angstrom": [[3.2, 3.4, 0.7], [-1.5, -2.4, -1.2], [0.9, -2.4, -1.8], [0.2, -1.1, -2.2], [-2.8, -2.9, 0.2], [-1.2, -1.2, -0.2], [1.7, 2.1, 1.6], [-0.3, 0.6, 0.0], [1.1, 0.9, 0.0], [0.0, 1.4, 0.8], [-1.2, 0.0, 1.1], [-1.0, 1.3, -0.1], [-0.1, 0.0, 0.1], [0.8, 0.6, 2.0], [-1.8, -0.1, 0.3], [0.3, 0.4, 0.1], [0.4, 0.1, -0.5], [1.2, -1.0, -0.8]], "gap_ev": [7.13, 7.64]}

2.
{"formula": "C4H11PS2", "method": "ωB97M-V/def2-TZVPD", "species": ["C", "C", "C", "C", "P", "S", "S", "H", "H", "H", "H", "H", "H", "H", "H", "H", "H", "H"], "positions_angstrom": [[-2.30873, 1.21636, -1.10275], [-1.06827, -0.09600, 2.04825], [-1.06857, -2.15906, 0.12984], [3.07442, -2.45302, -0.26016], [-0.78998, -0.33860, 0.25441], [2.34775, -1.05594, -1.21396], [1.36025, -0.06166, 0.33792], [-1.44748, 1.20123, -1.89245], [-2.02158, 2.14600, -0.60091], [-2.15458, 0.05692, 2.22094], [-0.59930, -0.96201, 2.51068], [-0.55107, 0.70111, 2.37297], [-2.15514, -2.28713, 0.39472], [-0.90902, -2.43490, -0.88888], [-0.41390, -2.75286, 0.75626], [2.40322, -3.26806, -0.18075], [3.20246, -2.02502, 0.85297], [3.96966, -2.72906, -0.74123]], "forces_ev_per_angstrom": [[2.1, -1.5, -0.7], [-1.7, -2.6, -1.4], [-1.1, 0.9, 0.3], [-0.9, 2.5, 2.9], [-0.6, 0.8, -0.7], [-0.5, -0.1, 0.7], [0.1, -0.1, -0.3], [-1.3, -0.1, 0.7], [0.2, 0.3, 0.7], [0.7, -0.4, 0.1], [-0.5, -0.2, 0.4], [1.7, 3.2, 1.1], [1.0, -0.1, -0.3], [-0.1, -0.3, -0.8], [0.0, 0.1, 0.3], [-0.7, -0.8, -0.1], [0.2, -1.1, -2.6], [1.2, -0.3, -0.3]], "gap_ev": 8.42}

3.
{"formula": "C4H11PSi", "method": "ωB97M-V/def2-TZVPD", "species": ["C", "C", "C", "C", "Si", "P", "H", "H", "H", "H", "H", "H", "H", "H", "H", "H", "H"], "positions_angstrom": [[1.03144, -1.10095, -0.02410], [-0.36486, 0.76397, 2.38319], [1.34394, -1.35250, -1.45387], [-0.31221, 1.28194, -0.94712], [-0.40381, 0.04595, 0.55323], [-2.60742, -0.72207, 0.42457], [1.24525, -1.81586, 0.65127], [-1.21339, 1.17091, 2.76050], [-0.07176, 0.00067, 3.16580], [0.51052, 1.46331, 2.41314], [2.14309, -2.06374, -1.44618], [0.59183, -1.86887, -2.12248], [1.66306, -0.40901, -1.83135], [0.60364, 1.84654, -0.86594], [-0.30486, 0.76417, -1.89887], [-1.15308, 1.89790, -1.08660], [-2.70139, 0.09765, -0.67519]], "forces_ev_per_angstrom": [[-3.2, 2.3, -0.7], [4.5, -2.1, -1.2], [-0.4, -0.9, 0.3], [0.4, -1.0, 1.0], [-0.3, 0.4, -0.8], [0.9, -0.6, 0.7], [1.2, -2.6, 2.1], [-2.7, 1.6, 0.6], [-0.3, 0.3, -1.1], [-0.9, -0.1, 0.1], [0.9, -0.3, -0.3], [0.2, 1.0, 0.8], [0.2, 0.5, -1.1], [0.3, 0.5, -0.1], [0.3, -0.7, 0.0], [-1.0, 1.3, 0.4], [-0.3, 0.5, -0.9]], "gap_ev": [6.91, 8.09]}

4.
{"formula": "C4H11S2", "method": "ωB97M-V/def2-TZVPD", "species": ["C", "S", "C", "H", "H", "H", "H", "H", "H", "C", "C", "S", "H", "H", "H", "H", "H"], "positions_angstrom": [[-1.77219, 1.17258, -1.65848], [-2.89315, -0.03709, -0.79408], [-1.61910, -0.55185, 0.46045], [-1.09802, 1.65404, -0.96658], [-1.35778, 0.58546, -2.49317], [-2.39669, 1.96630, -2.06693], [-2.14497, -1.25242, 1.11120], [-1.31190, 0.29803, 1.07736], [-0.74500, -1.02187, 0.02168], [3.21690, 0.87830, -0.13755], [1.89864, 0.40493, 0.38735], [1.99330, -1.09588, 1.40733], [3.56783, 0.14841, -0.88844], [3.14128, 1.76959, -0.77949], [3.95418, 1.03900, 0.65040], [1.49151, 1.20338, 1.06528], [1.16577, 0.23447, -0.39442]], "forces_ev_per_angstrom": [[-1.5, -0.8, -0.6], [1.5, 0.7, 0.6], [-1.0, 0.1, 0.0], [0.5, -0.4, 0.1], [0.5, 0.7, 0.5], [-0.1, -0.1, -0.2], [0.2, -0.1, 0.0], [0.0, -0.1, -0.3], [0.0, -0.1, -0.1], [0.4, -0.2, -1.7], [-0.8, 0.6, 1.7], [0.1, -0.3, 0.0], [0.3, -0.2, 0.6], [-0.2, 0.4, 0.4], [0.0, -0.2, -0.1], [0.1, -0.4, -0.7], [0.0, 0.2, -0.4]], "charge": -1, "gap_ev": 5.40}

Table of total energy (Eh), in record order: -1182.8806, -1296.5755, -789.7227, -955.3832
Table of energy relative to the best compared isomer or geometry (same formula, charge and spin) (eV), in record order: 3.051, 4.479, 2.057, 0.535